1.
{"formula": "C6H9ClN2O2S", "method": "the ωB97M-V functional and the def2-TZVPD basis", "de_lowest_kj_mol": 0.0, "total_energy_ha": -1352.32665, "e_homo_ha": -0.4094, "smiles": "CC(C)(C)C1=NS(=O)(=O)N=C1Cl", "orbital_gap_ev": 9.959, "largest_force_ev_per_a": 5.25, "mol_weight_da": 208.67, "symbols": ["C", "C", "C", "C", "C", "C", "N", "N", "O", "O", "S", "Cl", "H", "H", "H", "H", "H", "H", "H", "H", "H"], "coordinates": [[-0.6323, -0.0170, 0.0031], [-1.5609, 1.1860, -0.1002], [1.3835, 0.6409, 1.2862], [1.2447, 0.7281, -1.2323], [1.2335, -1.4317, 0.0301], [0.8059, -0.0459, 0.0730], [-1.3586, -1.1102, -0.0201], [-2.8055, 0.9778, -0.1602], [-3.6656, -1.3316, -1.1251], [-3.3941, -1.1213, 1.3025], [-2.9733, -0.8113, -0.0190], [-1.0358, 2.7622, 0.0845], [1.5386, -0.0314, 2.2003], [2.3486, 0.9524, 1.0009], [0.7547, 1.5450, 1.5271], [2.1836, 0.2487, -1.5807], [1.1863, 1.8687, -1.1899], [0.5043, 0.5969, -2.0216], [2.3603, -1.4209, 0.1154], [1.1351, -2.0334, -0.9573], [0.7469, -2.1519, 0.7832]], "forces_ev_per_angstrom": [[-4.25, -2.11, 0.09], [-0.92, -0.62, 0.49], [-1.17, 0.27, 1.98], [-0.28, 0.63, -0.31], [2.25, -4.63, -1.04], [0.04, 1.61, -1.21], [2.26, 1.16, -0.27], [-0.19, -1.61, 0.09], [-0.11, -0.18, -1.03], [-0.34, 0.25, 0.14], [0.49, 1.97, 1.05], [0.62, 1.31, -0.15], [-0.69, 0.86, -1.30], [1.27, 0.63, -0.16], [0.95, -0.93, 0.14], [-0.34, 0.94, 0.18], [0.96, -1.57, 0.57], [-0.03, -0.69, -0.20], [-1.01, -0.25, 0.48], [-0.42, 1.46, 1.24], [0.92, 1.48, -0.78]]}

***

2.
{"formula": "C13H16N6", "method": "the ωB97M-V functional and the def2-TZVPD basis", "de_lowest_kj_mol": 148.7, "total_energy_ha": -833.46293, "e_homo_ha": -0.2762, "smiles": "CNc1nc2c(C)ccc3[nH]c(N(C)C)nc3c-2n1", "orbital_gap_ev": 7.290, "largest_force_ev_per_a": 3.87, "mol_weight_da": 256.31, "symbols": ["N", "N", "N", "C", "C", "C", "C", "C", "C", "C", "C", "C", "N", "N", "N", "C", "C", "C", "C", "H", "H", "H", "H", "H", "H", "H", "H", "H", "H", "H", "H", "H", "H", "H", "H"], "coordinates": [[1.5408, 0.6726, -0.3434], [-1.1267, 0.4282, -1.6506], [-2.9994, -0.4003, -0.8602], [2.5154, 0.5780, 0.4861], [-2.3862, 0.1560, -1.8606], [-0.8721, 0.1508, -0.3337], [-2.0813, -0.4850, 0.1444], [-0.1873, -0.6015, 2.6899], [-1.5489, -0.9740, 2.5445], [0.3793, 0.2322, 0.3124], [0.6923, -0.0460, 1.6706], [-2.3588, -1.0994, 1.3997], [2.0226, 0.1827, 1.7716], [-3.1751, 0.4448, -2.9247], [3.8337, 0.5625, 0.1422], [-3.6990, -1.8715, 1.5801], [-3.2885, 1.7328, -3.4898], [4.1421, 0.6853, -1.2886], [4.9946, 0.0110, 0.9271], [0.2576, -0.7780, 3.6577], [-2.0409, -1.2942, 3.4273], [2.6008, -0.3446, 2.3927], [-4.0056, 0.0634, -2.6148], [-4.4587, -1.2263, 1.1911], [-3.6545, -2.7903, 1.0370], [-3.9481, -1.9882, 2.6205], [-2.2681, 1.9285, -3.9312], [-4.0313, 1.8463, -4.3375], [-3.5114, 2.5214, -2.8127], [5.2257, 0.6450, -1.5638], [3.6506, -0.1169, -1.8776], [3.6984, 1.6812, -1.5733], [4.6812, -0.6973, 1.7514], [5.7186, -0.6326, 0.4026], [5.6882, 0.8233, 1.3134]], "forces_ev_per_angstrom": [[-1.18, 0.05, -0.89], [3.13, 1.70, 0.28], [-1.20, -2.10, 3.02], [-0.30, -2.14, 1.75], [0.34, 0.72, 0.44], [-0.13, -0.58, -1.59], [-1.17, -0.62, 0.93], [0.21, 0.87, -1.80], [1.60, 0.23, -1.26], [0.37, 1.10, -0.38], [-3.17, -1.63, 0.25], [-0.32, 0.46, -0.13], [2.38, 0.60, -0.46], [0.67, -0.68, -0.92], [2.56, -0.78, 0.15], [1.41, 1.93, -0.11], [1.71, 1.03, -2.77], [-0.93, 1.05, -0.85], [-0.24, 0.21, 1.46], [0.00, 0.16, 0.20], [-0.06, -0.46, 0.86], [0.18, 0.05, 0.46], [-2.50, -0.76, 0.10], [-0.65, 0.09, -0.65], [-0.16, -0.62, -0.25], [0.24, -0.45, 0.45], [-1.10, 0.32, 0.30], [0.78, -0.76, 0.96], [-0.19, 0.70, 0.99], [-0.86, 0.24, 0.91], [0.04, 0.49, 0.34], [0.61, -1.11, -0.35], [0.06, 1.19, -0.54], [-0.88, 0.23, -0.85], [-1.24, -0.70, -0.07]]}

***

3.
{"formula": "C3H5NO", "method": "the ωB97M-V functional and the def2-TZVPD basis", "de_lowest_kj_mol": 115.0, "total_energy_ha": -247.26342, "e_homo_ha": -0.3960, "smiles": "COCC#N", "orbital_gap_ev": 11.584, "largest_force_ev_per_a": 1.05, "mol_weight_da": 71.08, "symbols": ["C", "O", "C", "C", "N", "H", "H", "H", "H", "H"], "coordinates": [[1.3616, 0.0717, -0.1205], [0.3078, -0.7222, -0.6422], [-0.9785, -0.2077, -0.4612], [-1.3131, 0.0118, 0.9653], [-1.5283, 0.2152, 2.0824], [2.0763, 0.2847, -0.9210], [1.8635, -0.4820, 0.6789], [1.0024, 1.0271, 0.2953], [-1.6673, -0.9437, -0.8849], [-1.1243, 0.7452, -0.9923]], "forces_ev_per_angstrom": [[0.19, 0.32, 0.20], [-0.08, -0.08, -0.05], [-0.10, -0.01, -0.11], [-0.16, 0.17, 0.91], [0.16, -0.21, -1.01], [-0.10, -0.05, 0.09], [-0.04, 0.10, -0.09], [0.06, -0.29, -0.15], [0.02, 0.15, 0.11], [0.03, -0.11, 0.10]]}

***

4.
{"formula": "C2H3CsFLiO", "method": "the ωB97M-V functional and the def2-TZVPD basis", "multiplicity": 2, "total_energy_ha": -280.52901, "e_homo_ha": [-0.3662, -0.4565], "s2": 0.753, "total_charge": 1, "orbital_gap_ev": [6.085, 8.536], "largest_force_ev_per_a": 2.36, "mol_weight_da": 201.89, "symbols": ["O", "C", "C", "Li", "H", "F", "H", "Cs", "H"], "coordinates": [[1.3213, 0.9439, 0.5919], [0.7247, 2.1719, 0.4350], [-0.3561, 2.2998, -0.5613], [3.0446, 0.7436, 0.8683], [1.4223, 3.0186, 0.2777], [-1.0128, 1.1450, -0.9660], [-1.0636, 3.1266, -0.6557], [-0.3926, -1.6952, 0.3071], [-0.0114, 2.5559, 1.2665]], "forces_ev_per_angstrom": [[0.27, -0.19, 0.17], [-1.66, 1.00, 1.05], [-0.73, -0.50, -2.19], [-0.51, 0.21, -0.09], [-0.14, -0.18, 0.06], [0.44, -0.03, 0.49], [0.55, -0.04, 0.26], [0.01, 0.53, -0.09], [1.78, -0.80, 0.34]]}

***

5.
{"formula": "C32H27ILuN7O4S", "method": "the ωB97M-V functional and the def2-TZVPD basis", "de_lowest_kj_mol": 97.3, "total_energy_ha": -3851.41854, "e_homo_ha": [0.0196, 0.0307], "total_charge": -2, "orbital_gap_ev": [3.194, 2.889], "largest_force_ev_per_a": 0.99, "mol_weight_da": 907.55, "symbols": ["Lu", "O", "C", "C", "C", "C", "C", "C", "C", "N", "C", "C", "N", "C", "C", "C", "C", "C", "C", "C", "O", "H", "H", "H", "H", "H", "H", "H", "H", "H", "H", "H", "H", "H", "H", "O", "C", "C", "C", "C", "C", "C", "C", "O", "N", "N", "C", "C", "C", "C", "C", "C", "N", "H", "H", "H", "H", "H", "H", "H", "H", "H", "H", "S", "I", "C", "C", "N", "N", "C", "H", "H", "H"], "coordinates": [[1.0476, -0.1061, 0.4797], [2.8553, 0.9313, -0.0084], [3.2923, 2.1302, -0.1370], [4.2103, 2.4514, -1.1718], [4.7286, 3.7157, -1.3072], [4.3764, 4.7374, -0.4111], [3.4810, 4.4532, 0.5951], [2.9186, 3.1802, 0.7488], [1.9210, 2.9728, 1.7761], [1.2663, 1.9008, 1.9695], [0.2382, 1.8954, 2.9888], [0.2246, 0.5299, 3.6594], [0.0699, -0.5132, 2.6759], [-0.9258, -1.3903, 2.9190], [-1.2217, -2.5712, 2.2062], [-2.2207, -3.4680, 2.6869], [-2.4955, -4.6733, 2.0640], [-1.7690, -5.0511, 0.9337], [-0.7938, -4.1855, 0.4222], [-0.5221, -2.9413, 0.9918], [0.2969, -2.1075, 0.4122], [4.4624, 1.6579, -1.8641], [5.4126, 3.9286, -2.1216], [4.7870, 5.7338, -0.5198], [3.1800, 5.2374, 1.2851], [1.7040, 3.8464, 2.4080], [-0.7325, 2.0526, 2.5081], [0.3859, 2.6891, 3.7373], [-0.5725, 0.5119, 4.4169], [1.1840, 0.4102, 4.1911], [-1.5473, -1.2146, 3.8044], [-2.7705, -3.1867, 3.5815], [-3.2644, -5.3273, 2.4632], [-1.9671, -5.9987, 0.4455], [-0.2255, -4.4537, -0.4626], [-1.6585, 2.9616, -3.8323], [-2.3415, 3.1406, -2.6906], [-3.5012, 3.9105, -2.7173], [-4.2383, 4.1349, -1.5607], [-3.8162, 3.5827, -0.3567], [-2.6682, 2.8038, -0.3265], [-1.9078, 2.5601, -1.4740], [-0.7435, 1.6690, -1.3901], [-0.4455, 1.1432, -0.2334], [-0.0482, 1.5406, -2.5132], [0.9716, 0.6875, -2.7020], [0.9576, -0.5518, -2.1767], [2.7021, -2.5218, -1.3077], [3.0547, -3.8728, -1.4126], [3.6350, -4.5059, -0.3349], [3.8455, -3.7768, 0.8282], [3.3968, -2.4703, 0.8620], [2.8258, -1.8424, -0.1636], [-0.8448, 2.3967, -3.5534], [-3.8157, 4.3244, -3.6685], [-5.1359, 4.7424, -1.6030], [-4.3867, 3.7527, 0.5494], [-2.3346, 2.3414, 0.5939], [0.1440, -1.0275, -1.6364], [2.8735, -4.3916, -2.3443], [3.9114, -5.5521, -0.3888], [4.3400, -4.2139, 1.6852], [3.5092, -1.8738, 1.7635], [2.1572, -1.6930, -2.7606], [-5.2450, -2.1830, -3.8329], [-3.9748, -1.7773, -2.2453], [-4.0725, -2.2986, -0.9771], [-3.0558, -1.7549, -0.2879], [-2.2953, -0.9418, -1.0262], [-2.8455, -0.9348, -2.2293], [-4.7736, -2.9890, -0.5413], [-2.7559, -1.9730, 0.6563], [-2.4340, -0.3235, -3.0176]], "forces_ev_per_angstrom": [[-0.08, -0.38, 0.68], [0.56, 0.35, -0.12], [0.08, -0.06, 0.13], [0.08, 0.03, -0.09], [-0.09, -0.03, 0.14], [0.08, 0.07, -0.04], [-0.05, 0.03, 0.03], [0.02, 0.02, -0.13], [0.09, 0.09, -0.01], [-0.19, -0.13, -0.02], [-0.12, -0.06, 0.25], [0.06, -0.09, -0.05], [0.19, 0.33, -0.44], [0.10, -0.12, 0.00], [0.09, 0.05, 0.11], [-0.03, 0.05, -0.07], [0.01, -0.02, -0.07], [-0.01, 0.00, 0.05], [0.04, -0.05, 0.05], [-0.14, -0.08, -0.05], [-0.17, -0.35, 0.12], [-0.03, -0.01, 0.00], [0.01, 0.00, 0.00], [-0.01, 0.00, 0.00], [-0.02, -0.01, 0.00], [0.05, 0.02, 0.01], [0.03, -0.02, -0.09], [0.07, 0.07, -0.07], [-0.01, -0.01, 0.02], [-0.04, 0.03, 0.10], [0.03, 0.00, 0.03], [0.01, 0.01, 0.00], [0.00, 0.01, 0.01], [0.01, 0.00, -0.01], [-0.06, 0.06, -0.05], [-0.09, 0.11, 0.01], [0.11, 0.02, -0.12], [-0.10, 0.04, 0.06], [0.11, -0.03, -0.01], [-0.04, 0.05, -0.01], [0.00, -0.01, -0.05], [-0.22, 0.00, 0.24], [0.32, -0.07, -0.35], [-0.12, 0.32, -0.41], [-0.37, -0.16, 0.26], [0.37, 0.01, -0.45], [0.06, 0.17, 0.98], [0.14, 0.46, -0.28], [0.17, -0.09, -0.07], [-0.06, 0.15, -0.07], [0.13, -0.09, 0.11], [0.03, 0.24, 0.06], [0.13, -0.52, 0.19], [0.05, -0.08, 0.03], [0.03, 0.00, -0.01], [-0.01, -0.01, 0.00], [0.02, -0.03, 0.01], [-0.01, -0.02, -0.01], [-0.47, 0.05, -0.46], [-0.05, 0.01, 0.01], [0.02, 0.00, -0.04], [-0.11, 0.02, 0.06], [-0.04, -0.06, 0.04], [-0.31, -0.11, -0.06], [0.09, 0.04, 0.12], [-0.10, -0.02, -0.21], [-0.03, 0.05, 0.02], [0.04, -0.01, -0.02], [-0.25, -0.11, -0.16], [-0.11, -0.01, 0.11], [0.06, -0.02, 0.03], [0.00, -0.04, 0.00], [0.04, -0.03, 0.01]]}

***

6.
{"formula": "C3H4CsLi2O2", "method": "the ωB97M-V functional and the def2-TZVPD basis", "de_lowest_kj_mol": 0.0, "total_energy_ha": -302.13031, "e_homo_ha": -0.3571, "total_charge": 1, "orbital_gap_ev": 6.685, "largest_force_ev_per_a": 2.15, "mol_weight_da": 218.85, "symbols": ["O", "C", "C", "O", "C", "Li", "H", "H", "H", "H", "Li", "Cs"], "coordinates": [[-0.8259, 0.0661, -0.4075], [-0.9910, 1.2389, -1.0570], [-0.1207, 0.0745, 0.9078], [-1.4433, 1.0904, -2.2145], [1.1497, -0.6940, 0.8210], [-2.1593, 2.7888, -1.9923], [-0.7958, -0.2098, 1.7243], [-0.1585, 1.1253, 1.2206], [0.9673, -1.7541, 0.9903], [1.8210, -0.9669, -0.0243], [2.6779, 0.4199, 1.6366], [-0.1215, -3.1789, -1.6050]], "forces_ev_per_angstrom": [[-0.03, -0.66, 0.42], [-0.43, 0.61, 0.45], [-0.62, 1.24, -1.25], [-0.32, -0.05, -0.32], [1.20, -1.35, 1.16], [0.61, -0.60, 0.19], [-0.01, -1.35, -0.51], [1.14, 0.41, -0.72], [-0.39, -0.34, 1.23], [-0.72, 1.83, -0.87], [-0.33, -0.28, 0.07], [-0.11, 0.54, 0.15]]}